1.
The following is a quantum chemistry calculation of a molecular structure, C26H23Br2Cl2F5N5O2PmTe in a non-equilibrium geometry, from the OMol25 dataset.

## Properties
multiplicity = 5
lowest unoccupied orbital energy = 4.06 eV
frontier orbital gap = 5.750 eV
E_HOMO = -1.69 eV
electronic energy = -241451.2423 eV
maximum force = 1.611 eV/Å
charge = -2

Last column: Löwdin charge in e.
Element x y z (Å)
Pm -0.354 0.923 0.220  1.71
Br -3.424 1.551 3.311  -0.37
C -1.308 3.069 -0.750  -0.73
Br -2.240 3.110 -2.539  0.36
H -0.462 3.707 -0.978  -0.07
H -1.909 3.723 -0.160  -0.07
C -0.716 -0.223 -3.332  -0.19
N 0.230 0.114 -2.258  -0.03
C 1.405 0.413 -2.627  -0.11
C 2.379 0.920 -1.699  -0.33
C 3.679 1.388 -1.935  -0.07
C 4.102 1.898 -0.688  -0.13
C 3.062 1.702 0.200  -0.20
N 2.010 1.108 -0.376  -0.08
C -0.535 -1.639 -3.827  -0.20
C -0.341 -1.930 -5.196  -0.04
C -0.121 -3.267 -5.628  -0.11
C -0.077 -4.299 -4.699  -0.13
C -0.237 -3.993 -3.343  -0.08
C -0.491 -2.689 -2.914  -0.03
H -0.568 0.445 -4.168  0.10
H -1.745 -0.089 -2.983  0.09
H 1.698 0.339 -3.654  0.12
H 4.189 1.461 -2.916  0.09
H 5.040 2.373 -0.413  0.08
H 3.100 1.973 1.238  0.09
H -0.252 -1.113 -5.889  0.09
H 0.011 -3.451 -6.697  0.09
H -0.064 -5.338 -5.020  0.09
H -0.218 -4.789 -2.577  0.11
H -0.609 -2.505 -1.836  0.07
Cl 0.823 5.717 1.772  0.68
C 1.207 4.350 2.760  -0.59
C 2.007 4.478 3.919  -0.14
C 2.435 3.415 4.638  -0.63
Cl 3.276 3.688 6.139  0.64
C 2.107 2.108 4.261  -0.19
C 2.599 0.931 4.891  -0.01
C 2.258 -0.286 4.351  -0.03
C 1.431 -0.306 3.209  -0.10
N 0.972 0.761 2.590  0.07
C 1.318 1.954 3.130  -0.17
C 0.742 3.102 2.426  -0.41
O -0.032 2.887 1.438  -0.27
H 2.199 5.462 4.283  0.09
H 3.246 1.042 5.751  0.08
H 2.520 -1.253 4.782  0.11
H 1.123 -1.246 2.781  0.08
C -3.597 -2.499 -0.653  -0.07
N -4.172 -1.305 -0.134  0.04
C -3.611 -0.094 -0.265  -0.59
N -4.382 0.998 0.091  0.14
O -2.472 0.068 -0.738  -0.15
H -3.820 -3.326 0.002  0.08
H -2.486 -2.423 -0.643  0.06
H -4.025 -2.779 -1.623  0.08
H -5.032 -1.315 0.379  0.14
H -4.771 0.885 1.035  0.03
H -3.825 1.845 -0.044  0.07
Te -2.946 -0.520 4.800  -0.32
F -0.960 -1.412 1.265  -0.17
C -0.320 -2.437 0.466  -0.24
F 0.968 -1.884 0.271  -0.08
C -0.061 -3.552 1.466  -0.59
F -1.180 -4.262 1.748  0.10
F 0.456 -3.248 2.702  0.08
F 0.770 -4.436 0.885  0.11

Atoms 1-2, force components in eV/Å:
-0.0058 0.1955 0.0386
0.0901 -0.0412 -0.0038

2.
The following is a quantum chemistry calculation of a molecular structure, C26H23Br2N3O2PtS2, from the OMol25 dataset.

## Properties
lowest unoccupied orbital energy = -6.00 eV
frontier orbital gap = 6.793 eV
E_HOMO = -12.79 eV
electronic energy = -200890.7719 eV
maximum force = 0.925 eV/Å
charge = +2
relative energy (zero: lowest compared OMol25 entry of this formula, charge and spin) = 0.0 kcal per mole

Last column: Löwdin charge in e.
Element x y z (Å)
Pt -0.963 0.449 0.018  0.99
S 3.410 0.270 -3.661  1.04
C 4.954 0.236 -4.387  -0.38
C 5.948 0.241 -3.459  -0.15
C 5.450 0.271 -2.133  -0.09
C 4.083 0.289 -2.072  -0.49
C 3.238 0.312 -0.878  -0.16
C 1.837 0.359 -1.008  -0.05
N 1.031 0.375 0.037  -0.05
C 1.553 0.357 1.286  -0.15
C 2.924 0.306 1.523  -0.10
C 3.358 0.279 2.896  0.02
C 2.468 0.305 3.913  0.02
C 1.049 0.372 3.671  -0.11
C 0.062 0.399 4.664  0.06
C -1.278 0.451 4.320  -0.16
C -1.604 0.496 2.947  -0.03
N -0.688 0.481 1.994  -0.07
C 0.623 0.406 2.349  -0.15
C -2.351 0.471 5.311  -0.49
C -3.703 0.374 5.097  -0.11
C -4.455 0.421 6.293  -0.15
C -3.663 0.552 7.394  -0.38
S -2.011 0.619 6.992  1.09
C 3.765 0.283 0.404  0.09
H 5.046 0.221 -5.461  0.08
H 6.997 0.226 -3.710  0.12
H 6.094 0.286 -1.266  0.12
H 1.354 0.383 -1.976  0.09
H 4.419 0.232 3.101  0.13
H 2.812 0.277 4.939  0.13
H 0.359 0.366 5.705  0.12
H -2.632 0.553 2.627  0.07
H -4.160 0.259 4.124  0.11
H -5.531 0.355 6.336  0.11
H -3.967 0.614 8.427  0.08
H 4.837 0.245 0.552  0.13
Br -3.368 1.539 0.115  0.77
C -2.866 3.373 -0.411  -0.93
Br -1.080 3.505 -1.062  0.67
H -2.975 3.986 0.473  0.02
H -3.555 3.652 -1.198  0.01
O -2.370 -1.553 -0.942  0.03
C -1.997 -0.990 -1.955  -0.62
O -1.207 0.058 -1.960  -0.27
C -2.452 -1.486 -3.324  -0.14
N -1.756 -0.661 -4.395  0.11
C -0.869 -1.588 -5.203  -0.08
C -0.660 -2.777 -4.281  -0.13
C -2.019 -2.928 -3.597  -0.10
H -3.528 -1.338 -3.396  0.17
H -1.200 0.034 -3.878  0.15
H -2.415 -0.156 -4.983  0.19
H 0.032 -1.052 -5.489  0.13
H -1.420 -1.868 -6.099  0.14
H 0.129 -2.571 -3.554  0.13
H -0.376 -3.662 -4.844  0.13
H -1.981 -3.488 -2.665  0.13
H -2.731 -3.418 -4.260  0.13

Atoms 1-2, force components in eV/Å:
-0.2532 0.3110 0.8337
-0.0001 -0.0013 -0.0106

3.
The following is a quantum chemistry calculation of a molecular structure, C26H23BrIrN6O4S2, from the OMol25 dataset.

## Properties
multiplicity = 6
lowest unoccupied orbital energy (spin up / spin down) = -6.42 / -8.14 eV
frontier orbital gap (spin up / spin down) = 6.144 / 4.419 eV
E_HOMO (spin up / spin down) = -12.56 / -12.56 eV
electronic energy = -138997.8080 eV
maximum force = 0.285 eV/Å
charge = +2
relative energy (zero: lowest compared OMol25 entry of this formula, charge and spin) = 5.1 kcal per mole

Last column: Löwdin charge in e.
Element x y z (Å)
Ir -0.710 -0.150 -0.964  1.22
O 2.395 0.832 3.457  0.04
C 3.294 0.831 2.413  -0.26
C 4.665 0.797 2.589  0.00
C 5.482 0.720 1.470  -0.05
C 4.936 0.670 0.196  -0.06
C 3.559 0.720 0.030  -0.01
C 2.733 0.816 1.138  -0.11
C 1.225 0.914 1.012  -0.37
O 0.791 1.012 -0.261  -0.31
N 0.673 -0.307 1.707  0.10
N -0.278 -1.011 1.194  -0.06
C -0.679 -2.089 1.861  -0.13
C -1.744 -2.913 1.483  -0.59
Br -2.730 -2.471 -0.053  0.89
C -2.014 -4.008 2.294  -0.02
C -2.967 -5.057 2.283  -0.20
C -3.977 -5.269 1.314  -0.02
C -4.834 -6.336 1.434  -0.04
C -4.718 -7.218 2.510  -0.01
C -3.734 -7.034 3.476  -0.03
C -2.870 -5.970 3.363  0.00
H 2.855 0.948 4.297  0.13
H 5.091 0.820 3.585  0.13
H 6.555 0.689 1.600  0.12
H 5.583 0.597 -0.668  0.11
H 3.111 0.716 -0.954  0.11
H 0.852 1.734 1.646  0.17
H 1.061 -0.533 2.624  0.16
H -0.143 -2.356 2.769  0.14
H -1.329 -4.066 3.136  0.12
H -4.084 -4.605 0.474  0.04
H -5.603 -6.495 0.691  0.12
H -5.401 -8.054 2.592  0.13
H -3.649 -7.721 4.306  0.12
H -2.101 -5.822 4.111  0.12
N 3.861 5.501 -1.557  0.14
C 2.821 4.830 -2.113  -0.29
C 2.972 3.491 -2.524  -0.01
C 1.916 2.808 -3.070  -0.05
C 0.680 3.443 -3.216  -0.32
C 0.511 4.768 -2.810  -0.04
C 1.568 5.454 -2.266  -0.01
S -0.648 2.572 -3.872  0.64
O -0.207 1.530 -4.741  -0.27
O -1.714 3.462 -4.235  -0.33
N -1.199 1.722 -2.505  -0.09
C -2.326 1.963 -1.933  -0.67
S -3.585 3.147 -2.236  1.19
C -4.457 2.502 -0.937  -0.31
C -3.796 1.429 -0.337  -0.18
N -2.627 1.132 -0.881  -0.08
H 4.788 5.120 -1.620  0.11
H 3.800 6.496 -1.431  0.11
H 3.937 3.010 -2.421  0.12
H 2.038 1.788 -3.409  0.12
H -0.444 5.258 -2.951  0.12
H 1.448 6.488 -1.968  0.12
H -5.416 2.902 -0.648  0.09
H -4.179 0.865 0.500  0.13
N -0.337 -1.720 -3.689  0.20
C -0.472 -1.212 -2.664  -0.26
H -0.232 -2.079 -4.619  0.13

Atoms 1-2, force components in eV/Å:
-0.0651 -0.2546 -0.1108
0.0746 0.0562 0.1438

4.
The following is a quantum chemistry calculation of a molecular structure, C26H23ClN4O5PtS, from the OMol25 dataset.

## Properties
lowest unoccupied orbital energy = -1.07 eV
frontier orbital gap = 7.471 eV
E_HOMO = -8.54 eV
electronic energy = -70135.5328 eV
maximum force = 0.573 eV/Å
relative energy (zero: lowest compared OMol25 entry of this formula, charge and spin) = 0.0 kcal per mole

Last column: Löwdin charge in e.
Element x y z (Å)
Pt -1.602 -0.477 0.345  1.08
O -0.792 -2.275 3.784  0.09
C -0.958 -1.897 2.645  -0.60
O -0.274 -1.016 1.988  -0.20
C -2.115 -2.447 1.819  -0.14
C -3.343 -2.753 2.434  -0.01
C -4.384 -3.234 1.683  -0.04
C -4.234 -3.467 0.300  0.02
C -3.028 -3.207 -0.274  -0.16
C -1.941 -2.677 0.445  -0.13
N -2.852 -3.472 -1.726  -0.34
O -3.797 -3.938 -2.326  0.09
O -1.773 -3.206 -2.210  0.09
H -3.435 -2.602 3.501  0.13
H -5.334 -3.450 2.152  0.12
H -5.043 -3.856 -0.301  0.13
H -0.951 -2.678 -0.019  0.12
S 5.204 1.225 -1.876  1.00
C 3.724 0.379 -1.373  -0.52
C 3.542 -0.102 -0.083  -0.07
C 2.339 -0.715 0.231  -0.13
N 1.337 -0.854 -0.637  0.05
C 1.519 -0.381 -1.864  -0.14
C 2.689 0.234 -2.286  -0.09
C 6.428 0.266 -1.009  -0.55
C 7.163 0.826 0.024  -0.09
C 8.118 0.041 0.656  -0.14
N 8.366 -1.223 0.331  0.06
C 7.654 -1.747 -0.665  -0.14
C 6.685 -1.050 -1.369  -0.08
H 4.319 -0.011 0.663  0.11
H 2.153 -1.098 1.227  0.11
H 0.689 -0.506 -2.552  0.11
H 2.794 0.583 -3.305  0.10
H 6.997 1.850 0.329  0.10
H 8.707 0.451 1.469  0.11
H 7.873 -2.778 -0.919  0.11
H 6.139 -1.520 -2.175  0.11
Cl -4.909 0.318 1.312  0.70
C -4.457 1.574 0.178  -0.60
C -4.973 2.844 0.380  -0.12
C -4.640 3.863 -0.497  -0.10
C -3.801 3.597 -1.571  -0.09
C -3.294 2.322 -1.753  -0.06
C -3.601 1.273 -0.886  -0.33
C -3.011 -0.089 -1.076  -0.26
H -5.633 3.021 1.219  0.10
H -5.045 4.856 -0.347  0.10
H -3.545 4.384 -2.269  0.10
H -2.632 2.117 -2.586  0.12
H -2.569 -0.173 -2.073  0.06
H -3.800 -0.840 -0.989  0.04
C -0.355 3.638 0.864  0.03
C -0.499 2.158 1.056  -0.52
N -0.093 1.622 2.196  0.21
O -0.976 1.483 0.120  -0.11
H -0.552 4.176 1.790  0.09
H -1.049 3.963 0.093  0.08
H 0.665 3.859 0.545  0.10
H 0.283 2.211 2.917  0.12
H -0.099 0.604 2.321  0.06

Atoms 1-2, force components in eV/Å:
-0.1822 -0.2854 0.4618
0.0365 0.0567 -0.0729

Please write out number 3 again, unchanged.
The following is a quantum chemistry calculation of a molecular structure, C26H23BrIrN6O4S2, from the OMol25 dataset.

## Properties
multiplicity = 6
lowest unoccupied orbital energy (spin up / spin down) = -6.42 / -8.14 eV
frontier orbital gap (spin up / spin down) = 6.144 / 4.419 eV
E_HOMO (spin up / spin down) = -12.56 / -12.56 eV
electronic energy = -138997.8080 eV
maximum force = 0.285 eV/Å
charge = +2
relative energy (zero: lowest compared OMol25 entry of this formula, charge and spin) = 5.1 kcal per mole

Last column: Löwdin charge in e.
Element x y z (Å)
Ir -0.710 -0.150 -0.964  1.22
O 2.395 0.832 3.457  0.04
C 3.294 0.831 2.413  -0.26
C 4.665 0.797 2.589  0.00
C 5.482 0.720 1.470  -0.05
C 4.936 0.670 0.196  -0.06
C 3.559 0.720 0.030  -0.01
C 2.733 0.816 1.138  -0.11
C 1.225 0.914 1.012  -0.37
O 0.791 1.012 -0.261  -0.31
N 0.673 -0.307 1.707  0.10
N -0.278 -1.011 1.194  -0.06
C -0.679 -2.089 1.861  -0.13
C -1.744 -2.913 1.483  -0.59
Br -2.730 -2.471 -0.053  0.89
C -2.014 -4.008 2.294  -0.02
C -2.967 -5.057 2.283  -0.20
C -3.977 -5.269 1.314  -0.02
C -4.834 -6.336 1.434  -0.04
C -4.718 -7.218 2.510  -0.01
C -3.734 -7.034 3.476  -0.03
C -2.870 -5.970 3.363  0.00
H 2.855 0.948 4.297  0.13
H 5.091 0.820 3.585  0.13
H 6.555 0.689 1.600  0.12
H 5.583 0.597 -0.668  0.11
H 3.111 0.716 -0.954  0.11
H 0.852 1.734 1.646  0.17
H 1.061 -0.533 2.624  0.16
H -0.143 -2.356 2.769  0.14
H -1.329 -4.066 3.136  0.12
H -4.084 -4.605 0.474  0.04
H -5.603 -6.495 0.691  0.12
H -5.401 -8.054 2.592  0.13
H -3.649 -7.721 4.306  0.12
H -2.101 -5.822 4.111  0.12
N 3.861 5.501 -1.557  0.14
C 2.821 4.830 -2.113  -0.29
C 2.972 3.491 -2.524  -0.01
C 1.916 2.808 -3.070  -0.05
C 0.680 3.443 -3.216  -0.32
C 0.511 4.768 -2.810  -0.04
C 1.568 5.454 -2.266  -0.01
S -0.648 2.572 -3.872  0.64
O -0.207 1.530 -4.741  -0.27
O -1.714 3.462 -4.235  -0.33
N -1.199 1.722 -2.505  -0.09
C -2.326 1.963 -1.933  -0.67
S -3.585 3.147 -2.236  1.19
C -4.457 2.502 -0.937  -0.31
C -3.796 1.429 -0.337  -0.18
N -2.627 1.132 -0.881  -0.08
H 4.788 5.120 -1.620  0.11
H 3.800 6.496 -1.431  0.11
H 3.937 3.010 -2.421  0.12
H 2.038 1.788 -3.409  0.12
H -0.444 5.258 -2.951  0.12
H 1.448 6.488 -1.968  0.12
H -5.416 2.902 -0.648  0.09
H -4.179 0.865 0.500  0.13
N -0.337 -1.720 -3.689  0.20
C -0.472 -1.212 -2.664  -0.26
H -0.232 -2.079 -4.619  0.13

Atoms 1-2, force components in eV/Å:
-0.0651 -0.2546 -0.1108
0.0746 0.0562 0.1438

Which value of maximum force does entry 4 give? 0.573 eV/Å

Number 3 is which compound? C26H23BrIrN6O4S2